No. 1
C18H29F6MgN7OP | the ωB97M-V functional and the def2-TZVPD basis

Geometry as ORCA input:
```
! wB97M-V def2-TZVPD RIJCOSX def2/J DEFGRID3
* xyz 1 1
Mg -0.38394 0.16933 3.15934
P -0.22082 -1.12352 -0.15032
F -1.17708 -2.32711 0.31217
F -0.05936 -0.72802 1.49375
F 1.05012 -2.03705 0.02529
F 0.73694 0.12796 -0.45981
F -0.37349 -1.48365 -1.68877
F -1.49562 -0.13576 -0.19877
C -1.88747 -5.30455 -1.02374
C -0.44111 -5.20744 -0.79303
N 0.68192 -5.14966 -0.57690
H -2.23970 -6.06838 -0.33000
H -2.14741 -5.59004 -2.03802
H -2.32087 -4.33007 -0.80252
C 1.34522 -3.77914 4.94243
C 0.88426 -2.48887 4.49366
N 0.54615 -1.46500 4.11674
H 2.41975 -3.87166 4.81738
H 0.84626 -4.56042 4.36543
H 1.05876 -3.93250 5.98313
C 3.35239 1.74009 -2.13473
C 4.45203 0.88883 -1.70891
N 5.28757 0.19730 -1.33546
H 3.22539 1.68499 -3.21551
H 3.57464 2.77107 -1.86880
H 2.41821 1.44756 -1.66039
C 3.44864 0.11588 1.62123
C 2.34791 0.74773 2.29151
N 1.46460 1.23597 2.83995
H 3.10767 -0.75551 1.05163
H 4.18834 -0.27855 2.31705
H 3.91201 0.79678 0.90986
C -0.91828 -3.37923 -4.71187
C -0.63104 -2.95708 -6.06995
N -0.43565 -2.63449 -7.15183
H -1.87055 -3.91934 -4.74670
H -1.03804 -2.57410 -3.99075
H -0.18046 -4.07116 -4.30911
C -2.93218 3.85976 1.53681
C -2.11138 2.74925 1.98748
N -1.47370 1.85971 2.30853
H -3.88471 3.45355 1.19639
H -2.43631 4.36748 0.71203
H -3.09680 4.56631 2.34605
C -4.63276 -1.75709 3.15618
C -3.28200 -1.23047 3.21264
N -2.21485 -0.83279 3.26044
H -5.22463 -1.29445 3.94130
H -4.58564 -2.83068 3.33066
H -5.02799 -1.54622 2.16554
C 0.72311 4.58815 -2.84011
C -0.37020 4.01841 -1.92421
C 0.36961 3.74618 -0.58945
O 1.72363 4.08733 -0.79357
C 1.76877 5.06189 -1.85416
H 0.34689 5.38934 -3.47799
H 1.15739 3.84584 -3.51000
H -0.86375 3.15308 -2.36223
H -1.13707 4.78517 -1.78833
H 0.32821 2.69041 -0.31983
H -0.07364 4.38472 0.18655
H 2.79161 5.05655 -2.23335
H 1.61047 6.05731 -1.42198
*
```

molar mass	528.7	g mol⁻¹
energy	-62655.401	eV
HOMO-LUMO gap	9.139	eV
HOMO level	-0.43922	Ha
LUMO	-0.1034	Eh


No. 2
C18H29FN5O3P | the ωB97M-V functional and the def2-TZVPD basis

Geometry as ORCA input:
```
! wB97M-V def2-TZVPD RIJCOSX def2/J DEFGRID3
* xyz 0 1
C 1.12112 5.36906 0.14895
H 1.51810 5.27833 -0.85879
H 1.31030 6.37395 0.51543
H 1.63297 4.65590 0.79021
C -0.37831 5.09103 0.14421
N -0.63259 3.76443 -0.33187
N -0.89503 2.76193 0.44770
N -1.01056 1.71191 -0.30099
C -0.79568 2.13177 -1.56406
N -0.56245 3.43510 -1.61299
N -0.87263 1.24901 -2.58322
H -0.31665 1.47270 -3.39412
C -0.86124 -0.11019 -2.10889
C -2.20704 -0.58489 -1.64037
C -2.30736 -1.87436 -1.12967
C -3.50940 -2.34954 -0.64294
C -4.61486 -1.51833 -0.67888
C -4.54709 -0.23918 -1.19519
C -3.33405 0.22319 -1.67646
H -3.27048 1.21894 -2.08632
H -5.43003 0.38009 -1.21525
F -5.79531 -1.97307 -0.20218
H -3.59957 -3.34492 -0.23744
H -1.42873 -2.49933 -1.11082
H -0.49121 -0.77077 -2.89735
H -0.89477 5.79243 -0.51529
H -0.79120 5.14906 1.15281
P 0.37279 -0.27380 -0.69472
O 1.45707 0.71023 -0.56427
O 0.91411 -1.70953 -1.23871
C 2.02825 -2.28014 -0.57108
C 3.34892 -1.87416 -1.22776
C 4.52402 -2.39225 -0.40426
H 5.46363 -2.10429 -0.86890
H 4.49173 -3.47813 -0.33700
H 4.49865 -1.98288 0.60270
C 3.41136 -2.40008 -2.65867
H 2.54172 -2.06357 -3.21729
H 3.42519 -3.48857 -2.66198
H 4.30743 -2.04026 -3.15851
H 3.37313 -0.78110 -1.24845
H 2.02631 -1.97203 0.48019
H 1.89455 -3.36656 -0.61955
O -0.29822 -0.76753 0.66651
C -0.29971 0.03514 1.83668
C -0.00251 -0.84840 3.04836
C -1.09495 -1.90223 3.20777
H -2.04860 -1.42487 3.42153
H -1.19518 -2.47444 2.28958
H -0.85543 -2.58174 4.02256
C 0.11769 0.01374 4.30135
H 0.33218 -0.60796 5.16712
H 0.91677 0.74265 4.19175
H -0.81238 0.54772 4.48098
H 0.95250 -1.35539 2.86923
H 0.45453 0.82141 1.73498
H -1.28182 0.50482 1.93365
*
```

molar mass	413.4	g mol⁻¹
energy	-44737.664	eV
HOMO-LUMO gap	9.628	eV
HOMO level	-0.32479	Ha
energy relative to the best compared isomer or geometry (same formula, charge and spin)	0.7394	eV
LUMO	0.0290	Eh
SMILES	CCn1nnc(N[C@H](c2ccc(F)cc2)P(=O)(OCC(C)C)OCC(C)C)n1


No. 3
C18H29N2O2P2Sc | the ωB97M-V functional and the def2-TZVPD basis

Geometry as ORCA input:
```
! wB97M-V def2-TZVPD RIJCOSX def2/J DEFGRID3
* xyz 0 1
C -3.03271 -1.89878 2.08112
C -1.79455 -1.39302 1.70822
N -1.68628 -0.42737 0.75591
C -2.81053 0.21430 0.34361
C -4.06753 -0.24538 0.71289
C -4.19594 -1.33706 1.56263
C -0.58573 -1.94482 2.44198
P 1.09416 -1.31759 1.96775
Sc 0.29714 -0.18429 -0.18833
P -1.40629 2.23211 -1.38264
C -2.79397 1.53894 -0.41508
C 1.50524 1.73668 -1.18373
C 2.01670 1.61894 0.17785
C 3.31366 2.01185 0.47474
C 4.16591 2.20258 -0.62272
C 3.71046 2.13233 -1.95045
C 2.36845 1.93719 -2.26314
O -0.38769 -6.55988 -1.18284
O 0.98586 -1.31519 -1.64449
H -3.05932 -2.71887 2.79773
H -4.93596 0.29311 0.33584
H -5.17685 -1.71802 1.83995
C 1.58710 -0.39744 3.46320
C 2.09989 -2.83134 2.10106
H -3.63538 1.51207 -1.13038
H -3.02997 2.34437 0.30720
H -0.57394 -3.02039 2.34410
H -0.69334 -1.72890 3.52051
C -1.64139 4.01044 -1.42999
C -1.43297 1.62038 -3.06810
H 0.56853 2.46504 1.56361
H 3.63675 2.11311 1.51248
H 5.21796 2.41840 -0.43947
H 4.43662 2.27531 -2.75365
H 1.96117 1.93256 -3.27408
H 2.41420 -2.73966 -3.93056
H 0.45704 -1.97534 -2.12159
H 0.25071 -6.25735 -1.83078
H -0.96570 -5.79145 -1.03186
H 2.21490 -2.32296 -3.31090
H 2.16339 -1.04353 4.13921
H 2.21917 0.44330 3.14788
H 0.70206 -0.01018 3.98352
H 2.34756 -3.05130 3.14852
H 1.56541 -3.67998 1.65427
H 3.02670 -2.66337 1.53734
H -2.08041 2.28343 -3.66016
H -0.42078 1.63213 -3.49501
H -1.82880 0.59619 -3.10749
H -2.29358 4.28358 -2.26944
H -2.07678 4.35325 -0.48392
H -0.65217 4.46344 -1.55953
N 0.72793 1.85308 0.75694
C 0.20392 2.05537 -0.64975
*
```

molar mass	412.3	g mol⁻¹
energy	-65485.745	eV
HOMO-LUMO gap (spin up / spin down)	4.314 / 4.512	eV
HOMO level (spin up / spin down)	-0.14814 / -0.15543	Ha
energy relative to the best compared isomer or geometry (same formula, charge and spin)	0.0000	eV
LUMO (spin up / spin down)	0.0104 / 0.0104	Eh


No. 4
C18H29N2O2P2SeV | the ωB97M-V functional and the def2-TZVPD basis

Geometry as ORCA input:
```
! wB97M-V def2-TZVPD RIJCOSX def2/J DEFGRID3
* xyz 1 2
C -0.94439 3.12822 -2.56525
C -0.99496 2.16656 -1.55312
N 0.12550 1.87753 -0.82629
C 1.31512 2.40745 -1.17800
C 1.40971 3.36760 -2.18036
C 0.26249 3.74908 -2.87226
C -2.20632 1.24539 -1.43206
P -2.06355 0.05113 0.03818
V 0.03830 0.62402 0.86681
P 2.26987 0.25961 0.35480
C 2.50743 1.90817 -0.42390
C -0.28891 -1.52371 1.59074
C -0.48358 -1.32606 2.96647
C -0.34177 -2.39342 3.87242
C 0.03956 -3.65996 3.40048
C 0.29084 -3.82879 2.02169
C 0.14557 -2.77556 1.10635
O -1.74250 -0.83768 -4.13366
O 1.12346 -1.03127 -2.97422
H -1.88882 3.33280 -3.10294
H 2.38460 3.78590 -2.40382
H 0.29262 4.54720 -3.60846
C -3.28148 0.83476 1.13275
C -2.97965 -1.40456 -0.57207
H 3.35855 1.81096 -1.09849
H 2.78235 2.59508 0.38416
H -2.25906 0.53062 -2.23703
H -3.16374 1.79081 -1.43760
C 3.37782 0.21107 1.81425
C 3.13380 -0.86411 -0.78394
H -1.70998 0.21544 3.93382
H -0.50198 -2.17456 4.92705
H 0.10645 -4.49507 4.10307
H 0.55248 -4.82734 1.65953
H 0.36071 -2.88775 0.03068
H 0.47487 -1.17650 -2.33617
H 1.14971 -1.82629 -3.51416
H -0.90843 -0.47247 -3.78442
H -2.04916 -0.02079 -4.55731
H 0.16365 -0.50576 0.02579
H -4.21175 1.05374 0.59841
H -3.48677 0.16868 1.97288
H -2.88088 1.77597 1.52231
H -4.06367 -1.20121 -0.61224
H -2.63629 -1.67320 -1.58246
H -2.79707 -2.23727 0.11798
H 4.14700 -0.47804 -0.96823
H 3.16499 -1.87503 -0.35096
H 2.59884 -0.88479 -1.74298
H 4.36461 0.60981 1.51214
H 2.93925 0.81270 2.63630
H 3.46930 -0.84319 2.13594
Se 0.65039 1.27908 4.19605
C -0.75257 0.05628 3.43011
N -0.36257 1.02872 2.48123
*
```

<S²>	0.766
molar mass	497.3	g mol⁻¹
energy	-135814.456	eV
HOMO-LUMO gap (spin up / spin down)	7.127 / 7.331	eV
HOMO level (spin up / spin down)	-0.39165 / -0.39526	Ha
energy relative to the best compared isomer or geometry (same formula, charge and spin)	0.3235	eV
LUMO (spin up / spin down)	-0.1298 / -0.1258	Eh